# 1
Computed, not measured: C42H56B2F5N5O6Ti as an isolated structure, with ωB97M-V with the def2-TZVPD basis set.

Geometry as XYZ:
```
117
Properties=species:S:1:pos:R:3:lowdin_charge:R:1
Ti -0.03 -0.01 -0.45 1.207
F 0.16 3.24 1.24 0.181
F -4.62 -0.34 -1.18 0.244
F -3.43 0.60 0.54 0.172
F 2.51 -6.44 -2.07 0.089
F 2.22 3.06 2.21 0.230
O 0.78 1.27 2.29 0.090
O -2.74 0.94 -1.63 0.066
O 1.52 -0.86 0.36 -0.079
O -0.15 -0.50 -2.10 -0.148
O -2.56 -1.28 -0.58 0.041
O 1.86 2.00 0.18 0.038
N 2.34 -0.92 -2.14 0.027
N -1.54 1.37 -1.23 0.040
N -0.16 0.52 1.67 0.032
N 0.85 1.76 -0.71 -0.037
N -1.54 -1.05 0.30 -0.052
C 0.46 -0.25 -5.70 0.038
C 2.69 -0.92 3.25 -0.027
C 5.18 -0.87 3.14 -0.043
C -3.06 -1.59 2.15 0.042
C -0.77 -0.49 3.85 0.028
C -1.93 -2.21 -3.67 -0.018
C 5.96 2.19 -0.90 -0.541
C -0.84 -0.32 2.37 -0.208
C 2.59 0.17 -7.01 -0.553
C -1.05 2.42 -1.83 -0.196
C 2.52 -0.28 -4.51 0.053
C 0.37 -0.51 -3.33 -0.171
C -1.75 3.27 -2.82 0.034
C 3.07 -0.20 -1.24 -0.116
C 3.90 -1.15 2.34 -0.522
C 3.48 -3.01 -2.48 0.020
C 7.08 2.24 0.15 -0.047
C -1.85 -1.80 -6.11 -0.048
C 4.01 0.76 -1.55 0.059
C -1.82 -1.04 1.57 -0.186
C 3.99 0.73 -6.77 -0.054
C 6.59 1.87 -2.26 -0.037
C 5.28 3.57 -0.96 -0.021
C 3.81 -0.32 1.08 -0.050
C 1.27 -3.10 -1.52 0.003
C -2.77 -0.04 -4.62 -0.011
C 1.79 -0.50 -3.36 -0.116
C 0.77 4.16 -1.34 0.045
C -1.70 -1.13 -4.74 -0.516
C 2.75 -0.51 0.14 -0.205
C 1.34 -4.48 -1.52 0.030
C 1.84 -0.06 -5.71 -0.145
C 4.79 0.58 0.71 0.081
C 3.92 -2.63 1.90 -0.018
C -0.30 -0.57 -4.57 -0.054
C 3.55 -4.38 -2.50 0.021
C 4.88 1.19 -0.56 -0.110
C 2.34 -2.36 -2.00 -0.183
C 0.26 2.77 -1.29 -0.183
C 2.71 -1.21 -7.68 -0.029
C 2.47 -5.11 -2.02 -0.266
C 1.84 1.13 -7.94 -0.041
B 1.25 2.44 1.52 -1.108
B -3.41 -0.03 -0.70 -1.110
H 2.60 0.14 3.48 0.094
H -1.60 0.04 4.31 0.113
H -2.00 -1.78 -2.68 0.059
H 4.47 3.56 -1.68 0.080
H 7.48 2.48 -2.41 0.090
H -2.66 2.77 -3.16 0.089
H 4.66 -0.01 -6.34 0.079
H -1.94 -1.07 -6.91 0.082
H -2.86 -2.73 -3.87 0.098
H 2.81 -1.47 4.17 0.098
H -3.75 -0.46 -4.84 0.100
H 6.89 0.82 -2.31 0.094
H -0.05 -0.21 -6.64 0.106
H 7.83 2.97 -0.17 0.092
H 6.70 2.56 1.12 0.088
H -1.01 -2.46 -6.32 0.095
H 5.21 -1.54 4.00 0.093
H 5.92 2.08 -3.09 0.075
H 4.41 -4.90 -2.89 0.126
H 0.14 4.79 -0.71 0.119
H -2.84 -2.34 2.91 0.107
H 5.57 0.80 1.42 0.100
H 1.72 -1.60 -7.94 0.086
H 4.80 -2.83 1.28 0.095
H -0.86 -1.54 4.12 0.100
H 3.96 -3.28 2.77 0.094
H 2.40 1.26 -8.86 0.090
H 1.79 4.21 -0.96 0.098
H 3.59 -0.32 -4.47 0.116
H -2.58 0.77 -5.33 0.093
H 4.88 3.84 0.01 0.094
H -2.80 0.36 -3.61 0.059
H 1.72 2.10 -7.46 0.093
H 5.20 0.15 3.50 0.095
H 0.37 -2.60 -1.15 0.101
H 6.07 -1.06 2.54 0.092
H 7.57 1.28 0.25 0.096
H -3.68 -2.02 1.37 0.107
H 6.01 4.32 -1.27 0.095
H 3.04 -2.88 1.32 0.080
H -1.11 -2.93 -3.69 0.097
H -2.02 4.22 -2.36 0.108
H 4.12 1.08 -2.58 0.119
H 1.78 -1.25 2.75 0.070
H -3.63 -0.79 2.63 0.120
H 0.53 -5.08 -1.14 0.128
H 3.30 -1.14 -8.59 0.091
H 3.96 1.60 -6.11 0.088
H 0.85 0.76 -8.20 0.075
H -1.11 3.48 -3.68 0.102
H -2.76 -2.39 -6.11 0.090
H 0.72 4.54 -2.36 0.102
H 4.31 -2.42 -2.86 0.127
H 0.16 -0.09 4.24 0.084
H 3.19 -1.92 -7.01 0.089
H 4.42 1.04 -7.72 0.089
```

As for the charge: +1. As for the molar mass: 891.42 g/mol. The LUMO energy (spin up / spin down) comes out at -4.306 / -5.157 eV. Its spin multiplicity is 2. The HOMO energy (spin up / spin down) comes out at -11.14 / -11.25 eV.

***

# 2
Computed, not measured: C42H56N5O5PSTi as an isolated structure, with ωB97M-V with the def2-TZVPD basis set.

Geometry as XYZ:
```
111
Properties=species:S:1:pos:R:3:lowdin_charge:R:1
Ti -0.68 0.25 -0.96 0.989
S 0.29 2.14 -2.30 0.813
P 2.08 0.12 1.13 0.985
O -4.75 -0.60 -1.50 0.074
O -2.26 0.32 -1.90 -0.237
O -1.64 0.97 0.49 -0.145
O 0.95 0.29 0.04 -0.457
O -1.57 0.25 -4.03 0.081
N -2.32 -1.15 1.01 0.142
N 0.01 -1.39 -2.09 0.022
N -0.48 4.69 -2.52 0.049
N -2.02 3.44 -1.65 0.062
N -1.47 -1.41 -0.05 -0.050
C -2.39 0.13 1.20 -0.361
C -4.93 -0.30 -2.81 -0.246
C 3.40 -2.91 -1.32 -0.168
C -2.71 4.74 -1.76 -0.083
C -2.49 0.24 -3.26 -0.464
C -6.48 -0.19 -4.64 -0.044
C 5.20 2.36 -0.42 -0.178
C -1.37 -2.58 -0.56 -0.211
C -3.47 2.06 2.29 -0.017
C -3.35 0.68 2.17 -0.156
C 4.09 -1.90 1.49 -0.164
C 2.80 2.70 0.22 -0.196
C 0.20 -3.50 -3.86 0.011
C -1.61 5.64 -2.37 -0.086
C -3.90 0.13 -3.67 -0.079
C -0.50 -3.64 -2.67 0.034
C 2.20 -0.07 3.94 -0.170
C 2.94 -1.38 0.60 -0.332
C -5.06 0.37 3.82 -0.049
C -4.20 0.41 -5.01 -0.012
C -2.02 -3.79 -0.01 0.023
C 0.06 -0.78 5.10 -0.188
C -0.35 -1.72 3.96 -0.168
C -6.21 -0.47 -3.31 0.002
C -5.18 1.75 3.95 -0.048
C 1.27 -0.24 2.71 -0.344
C 4.88 -3.00 0.74 -0.171
C -0.79 3.46 -2.14 -0.720
C 2.92 1.72 1.40 -0.320
C -5.48 0.27 -5.50 -0.064
C -0.58 -2.57 -1.81 -0.187
C 0.63 -1.64 2.77 -0.180
C 0.70 -1.26 -3.23 -0.104
C 3.75 2.35 -0.92 -0.194
C 4.39 1.66 1.87 -0.168
C 3.97 -3.80 -0.19 -0.177
C 0.82 -2.30 -4.14 0.005
C 5.38 1.38 0.74 -0.183
C 3.34 -1.43 -0.89 -0.184
C -4.15 -0.17 2.93 -0.015
C 1.58 -0.71 5.20 -0.169
C -4.39 2.60 3.19 -0.056
H -2.89 -4.05 -0.63 0.117
H -3.86 -0.34 -1.23 0.060
H 2.32 2.10 2.22 0.117
H 1.43 -2.38 2.91 0.115
H -6.98 -0.82 -2.64 0.128
H 5.89 2.13 -1.22 0.118
H 1.89 -0.15 6.08 0.118
H 5.36 -3.65 1.46 0.120
H -0.99 -4.58 -2.41 0.131
H 4.32 -0.98 -1.02 0.108
H -5.70 0.50 -6.53 0.112
H 0.25 -4.32 -4.56 0.133
H -0.38 -2.75 4.33 0.119
H 6.40 1.43 1.12 0.126
H -3.39 0.73 -5.66 0.124
H 5.69 -2.55 0.15 0.121
H -4.05 -1.24 2.82 0.115
H -5.68 -0.28 4.42 0.116
H 4.01 -2.99 -2.22 0.120
H -0.33 0.23 4.92 0.115
H 4.52 -4.64 -0.62 0.116
H -1.36 -1.47 3.62 0.089
H 3.63 3.04 -1.75 0.113
H -0.37 -1.11 6.04 0.119
H 5.24 0.37 0.37 0.080
H -1.33 6.46 -1.72 0.125
H -2.37 -3.60 1.00 0.085
H -2.49 2.58 -1.39 0.118
H 3.17 -0.54 3.74 0.095
H 3.50 1.35 -1.31 0.094
H 2.39 -3.25 -1.58 0.093
H -1.90 6.04 -3.34 0.126
H 3.05 3.69 0.60 0.132
H -3.57 4.66 -2.41 0.128
H 4.52 0.94 2.68 0.094
H 2.64 -0.88 -1.51 0.074
H 2.09 -2.07 0.70 0.110
H -2.84 2.71 1.70 0.110
H 2.40 0.99 4.12 0.113
H 1.76 2.74 -0.13 0.049
H 3.16 -4.24 0.40 0.115
H 5.43 3.37 -0.07 0.122
H -3.03 5.09 -0.79 0.122
H -5.89 2.17 4.65 0.117
H 0.40 4.92 -2.95 0.152
H 4.77 -1.10 1.76 0.092
H 3.69 -2.32 2.41 0.107
H 1.38 -2.14 -5.05 0.132
H -7.49 -0.32 -5.01 0.118
H -4.48 3.67 3.29 0.113
H 0.47 0.51 2.75 0.131
H -1.34 -4.64 -0.02 0.102
H 1.15 -0.30 -3.43 0.106
H 4.62 2.64 2.30 0.132
H 0.12 -1.89 1.85 0.081
H 1.97 -1.73 5.33 0.120
```

As for the charge: +2. As for the molar mass: 821.85 g/mol. The LUMO energy comes out at -6.343 eV. The HOMO energy comes out at -12.80 eV.